{
  "formula": "C46H45F5GeIrN6O9S3",
  "method": "the ωB97M-V functional and the def2-TZVPD basis",
  "total_charge": 0,
  "lumo_energy_ev": [-0.5653, -4.0734],
  "spin_multiplicity": 2,
  "total_energy_ev": -181245.2380,
  "de_lowest_ev": 0.309,
  "symbols": ["Ir", "Ge", "S", "S", "S", "F", "F", "F", "F", "F", "O", "O", "O", "O", "O", "O", "O", "O", "O", "N", "N", "N", "N", "N", "N", "C", "C", "C", "C", "C", "C", "C", "C", "C", "C", "C", "C", "C", "C", "C", "C", "C", "C", "C", "C", "C", "C", "C", "C", "C", "C", "C", "C", "C", "C", "C", "C", "C", "C", "C", "C", "C", "C", "C", "C", "C", "C", "C", "C", "C", "C", "H", "H", "H", "H", "H", "H", "H", "H", "H", "H", "H", "H", "H", "H", "H", "H", "H", "H", "H", "H", "H", "H", "H", "H", "H", "H", "H", "H", "H", "H", "H", "H", "H", "H", "H", "H", "H", "H", "H", "H", "H", "H", "H", "H", "H"],
  "positions_angstrom": [[-0.3717, -0.5513, 0.2088], [-2.8095, -1.0699, -0.2511], [-3.7453, 5.4663, 3.4339], [2.3554, -0.8405, 2.8319], [4.5149, 2.0197, -3.2946], [1.9519, -0.1409, -2.1735], [2.1733, -2.1603, -1.4288], [-0.7531, -0.7346, -2.6853], [1.4886, -1.8134, -3.4501], [-0.4036, -2.6914, -1.8052], [-4.1285, 5.5021, 4.8366], [3.3821, 4.5890, -0.5400], [3.6716, 3.2088, 1.0953], [-4.9740, 5.5333, 2.6424], [4.6562, 2.3741, -1.9032], [-2.9007, 6.5920, 3.0927], [5.4191, 2.5796, -4.2656], [2.1690, -1.6861, 3.9836], [2.0990, 0.5811, 3.0083], [3.1536, 3.5571, 0.0583], [0.3398, 1.3610, -0.4850], [-0.2347, -2.5252, 0.8091], [1.4456, -1.2802, 1.5888], [1.5396, 2.7804, -1.6943], [-0.8605, 0.4011, 2.2937], [-0.8943, -3.6696, 0.6019], [1.4094, -3.7327, 2.0814], [-4.2257, -2.5120, -4.5820], [-1.6491, 4.0242, 2.4950], [0.4579, 1.9638, -1.6653], [6.6690, -1.1763, 1.4405], [2.0528, 3.4034, -2.9053], [-0.9868, 2.8415, 2.2255], [5.7740, -0.3167, 0.8034], [-2.8947, 3.9860, 3.0908], [-4.2683, -1.1781, -4.2116], [4.0309, -0.9912, 2.2952], [0.7042, -4.8898, 1.8703], [4.4588, -0.2304, 1.2148], [-3.4849, 2.7799, 3.4311], [-3.3595, -3.0659, -2.4125], [-3.8568, 3.0817, -0.1540], [-4.8123, -3.7930, 3.1453], [6.2165, -1.9315, 2.5141], [4.6275, 0.2429, -3.4146], [-3.4061, -1.7296, -2.0137], [0.9144, -2.5388, 1.5369], [-3.7686, 0.6606, -0.1125], [-3.7680, -3.4578, -3.6788], [-2.8172, 1.6022, 3.1703], [2.8525, 2.5035, -3.8497], [-5.2266, 3.0553, 0.0621], [4.9026, -1.8369, 2.9551], [-4.4080, -3.3183, 0.8218], [1.3975, -1.3796, -2.1852], [6.0924, -0.1704, -3.3738], [2.1203, 2.6944, -0.4501], [1.3932, 1.8171, 0.2803], [-1.5607, 1.6204, 2.5606], [-3.6431, -2.1971, 1.1448], [-3.8552, -0.7927, -2.9444], [8.0989, -1.2562, 0.9868], [-5.8750, 1.8340, 0.1846], [-3.4918, -1.9007, 2.4940], [-0.4703, -4.8676, 1.1183], [-4.9878, -4.1063, 1.8083], [-3.1403, 1.8933, -0.2317], [-0.0551, -1.3561, -1.6592], [-0.5490, 1.9839, -2.7571], [-4.0649, -2.6772, 3.4889], [-5.1512, 0.6541, 0.0931], [4.5546, -2.4022, 3.8080], [8.1709, -1.1918, -0.0988], [-5.2610, -4.4076, 3.9144], [-0.1544, 1.6050, -3.7002], [-3.3432, 4.0324, -0.2451], [-3.2828, 0.6704, 3.4415], [0.1141, 0.5159, 2.5979], [-1.7821, -3.6125, -0.0017], [-2.9860, -3.8278, -1.7402], [-2.9280, -1.0292, 2.7748], [2.6521, 4.2602, -2.6092], [6.1614, -1.2410, -3.5600], [6.9028, -2.5958, 3.0240], [-0.0136, 2.8761, 1.7703], [-1.2328, -0.3691, 2.8405], [-3.7235, -4.5016, -3.9620], [1.0657, -5.8215, 2.2854], [-1.3996, 1.3778, -2.4748], [4.0696, -0.1578, -2.5745], [-4.5803, -3.5748, -0.2148], [-3.8873, 0.2561, -2.6756], [-5.7831, 3.9796, 0.1436], [-3.9310, -2.4117, 4.5303], [-5.5830, -4.9662, 1.5275], [-0.8828, 3.0135, -2.9083], [1.1846, 3.7704, -3.4529], [2.3217, -3.7250, 2.6534], [2.3079, 1.6057, -4.1433], [-2.0662, 1.9223, -0.3882], [-4.6250, -0.4326, -4.9112], [6.5256, 0.0345, -2.3965], [-1.0390, -5.7649, 0.9277], [8.6788, -0.4295, 1.4012], [-5.6750, -0.2917, 0.1845], [3.7760, 0.4374, 0.7078], [6.1116, 0.3124, -0.0114], [1.5636, 1.5249, 1.3039], [-1.1989, 4.9743, 2.2471], [8.5650, -2.1858, 1.3098], [-4.4567, 2.7611, 3.9053], [4.1549, -0.0473, -4.3533], [3.0724, 3.0899, -4.7407], [-4.5416, -2.8136, -5.5723], [6.6691, 0.3566, -4.1302], [-6.9455, 1.8029, 0.3458]],
  "forces_ev_per_a": [[-1.29, -1.77, -1.17], [0.36, 1.54, -0.10], [0.04, 0.95, 0.13], [0.11, 0.21, 0.06], [0.05, 0.10, -0.02], [-0.10, -0.05, 0.00], [-0.04, 0.02, 0.01], [0.26, 0.03, 0.15], [-0.05, 0.00, 0.08], [-0.06, 0.19, 0.04], [-0.09, -0.33, 0.14], [-0.05, 0.08, -0.05], [0.05, -0.06, -0.03], [-0.23, -0.29, -0.15], [-0.06, -0.03, 0.09], [0.24, -0.17, -0.14], [0.01, 0.05, 0.01], [0.07, 0.01, -0.10], [-0.10, -0.08, -0.05], [0.02, -0.03, 0.06], [0.23, 0.01, 0.24], [0.45, 0.33, 1.03], [0.08, -0.01, 0.07], [-0.10, -0.30, 0.07], [0.60, -0.05, -0.14], [-0.12, -0.06, -0.04], [-0.02, 0.09, -0.08], [-0.02, -0.03, -0.06], [0.08, 0.06, -0.07], [-0.49, 0.42, 0.02], [0.01, 0.01, -0.02], [0.16, 0.32, -0.08], [-0.05, -0.13, 0.14], [-0.06, 0.00, -0.01], [-0.06, -0.04, 0.02], [0.01, 0.08, 0.00], [-0.07, 0.05, 0.01], [-0.07, -0.05, -0.01], [0.02, 0.04, -0.02], [-0.07, -0.06, 0.01], [0.01, 0.04, 0.03], [0.00, 0.05, 0.03], [-0.02, -0.01, 0.07], [-0.02, -0.02, 0.04], [0.02, 0.08, -0.07], [0.22, -0.15, 0.00], [-0.12, 0.02, -0.15], [-0.27, -0.24, 0.13], [0.01, -0.03, 0.02], [0.20, 0.05, -0.14], [-0.02, -0.15, 0.12], [0.03, 0.03, 0.01], [0.02, -0.03, -0.01], [-0.11, 0.06, -0.06], [0.18, -0.02, 0.12], [0.00, -0.01, 0.01], [-0.05, -0.21, 0.10], [0.13, 0.11, -0.09], [-0.38, 0.04, 0.06], [0.12, -0.24, -0.19], [-0.06, -0.02, 0.07], [0.03, 0.03, 0.01], [0.00, -0.02, -0.02], [0.01, -0.04, 0.02], [0.02, 0.01, -0.02], [-0.01, -0.02, -0.08], [0.17, 0.05, -0.13], [0.27, -0.04, -0.09], [0.04, -0.06, -0.08], [0.01, 0.02, 0.04], [0.04, -0.06, 0.06], [-0.01, -0.03, 0.03], [0.01, -0.01, -0.01], [0.00, 0.00, 0.01], [-0.01, -0.05, 0.02], [0.00, -0.01, 0.00], [-0.06, -0.06, 0.05], [-0.07, -0.05, 0.07], [-0.04, -0.01, 0.00], [0.02, -0.03, 0.01], [0.02, -0.03, 0.06], [-0.04, -0.04, 0.02], [0.00, -0.02, 0.02], [0.01, -0.02, 0.01], [0.09, 0.04, 0.01], [0.05, 0.11, 0.01], [0.01, -0.01, 0.01], [0.01, -0.01, -0.01], [-0.05, -0.02, -0.01], [0.00, -0.03, -0.05], [-0.01, -0.01, -0.03], [-0.05, 0.04, 0.01], [0.00, 0.02, 0.00], [0.02, 0.00, 0.00], [0.00, -0.01, -0.01], [0.00, -0.01, -0.01], [0.09, 0.05, -0.06], [0.03, 0.03, 0.02], [-0.02, -0.03, 0.06], [-0.10, 0.05, 0.09], [0.01, 0.01, -0.01], [0.02, 0.03, 0.01], [-0.03, 0.00, 0.00], [0.01, 0.01, 0.01], [-0.01, -0.02, 0.02], [-0.02, 0.08, 0.01], [0.01, -0.02, -0.05], [0.09, -0.09, -0.02], [0.03, 0.03, 0.00], [0.01, -0.01, 0.00], [-0.02, -0.02, 0.00], [-0.04, -0.02, -0.01], [-0.08, -0.07, -0.09], [-0.02, 0.00, 0.00], [0.01, -0.01, -0.02], [0.00, -0.01, 0.01]]
}

=====

{
  "formula": "C46H45FN7O4RuS",
  "method": "the ωB97M-V functional and the def2-TZVPD basis",
  "total_charge": 2,
  "lumo_energy_ev": [-4.7565, -4.7627],
  "spin_multiplicity": 2,
  "total_energy_ev": -83173.0510,
  "de_lowest_ev": 2.958,
  "symbols": ["Ru", "S", "F", "O", "O", "O", "O", "N", "N", "N", "N", "N", "N", "N", "C", "C", "C", "C", "C", "C", "C", "C", "C", "C", "C", "C", "C", "C", "C", "C", "C", "C", "C", "C", "C", "C", "C", "C", "C", "C", "C", "C", "C", "C", "C", "C", "C", "C", "C", "C", "C", "C", "C", "C", "C", "C", "C", "C", "C", "C", "H", "H", "H", "H", "H", "H", "H", "H", "H", "H", "H", "H", "H", "H", "H", "H", "H", "H", "H", "H", "H", "H", "H", "H", "H", "H", "H", "H", "H", "H", "H", "H", "H", "H", "H", "H", "H", "H", "H", "H", "H", "H", "H", "H", "H"],
  "positions_angstrom": [[0.1198, -0.2629, -0.4764], [2.8437, -9.1918, 4.5207], [-0.8217, -1.5571, -7.2669], [1.1502, 1.5480, -0.5569], [0.3758, 3.6161, -0.9238], [-0.3892, 0.0709, -2.6059], [3.5576, -9.5698, 6.9605], [1.0367, 3.0827, -4.9809], [-1.1759, -2.1187, -0.3139], [-1.8441, 0.4624, -0.2111], [1.4185, 0.5441, -11.2255], [2.3522, -2.5062, -0.7425], [0.3484, -0.8332, 1.5728], [0.2546, 0.4699, -8.9733], [-4.3243, 1.4991, -0.7494], [3.1203, -1.0114, -2.9653], [2.9452, -7.2814, 6.6725], [0.6980, 2.5005, -1.2932], [0.1810, 0.5850, -7.5654], [-2.1107, 1.7362, 0.0939], [-0.3732, -1.8768, 1.9937], [0.6404, 1.7409, -6.9600], [1.7003, -0.9781, 3.5259], [2.4922, -5.4782, 1.8987], [0.6423, 1.8074, -10.9561], [-4.0396, 0.1746, -1.0514], [0.3442, -3.4233, -1.9429], [3.2774, -1.4522, -0.6118], [2.7064, -7.6961, 3.5821], [-0.3195, 1.5269, -9.7941], [0.5308, -0.6588, -11.1077], [2.3941, -4.3776, 0.9868], [0.1167, 0.8754, -4.7565], [3.7982, -6.8524, 3.3864], [0.9793, -2.0845, 3.9475], [0.1063, 0.9939, -3.3008], [0.6382, 2.2054, -2.7798], [1.3959, -6.3174, 2.1044], [-2.7752, -0.3123, -0.7795], [-3.3494, 2.2930, -0.1653], [1.4963, 4.1978, -5.7837], [3.6911, -5.7466, 2.5636], [3.6841, -0.7507, -1.6997], [0.1389, -0.8292, -9.6305], [-2.3506, -1.7259, -1.1096], [1.3562, -0.3810, 2.3266], [-1.5419, -2.2232, 1.1176], [0.5944, 1.9135, -5.5700], [-0.0783, -2.5361, 3.1728], [2.3532, -3.5103, 0.1509], [1.0535, 5.5772, -5.4092], [1.5201, -2.4905, -1.8913], [1.5034, -7.4155, 2.9400], [-0.3463, -0.2925, -5.3691], [1.0487, 3.1818, -3.6324], [2.0052, -1.8423, -3.0080], [-0.3241, -0.4246, -6.7262], [3.2004, -8.6958, 6.2282], [-0.6064, -3.4179, -0.7399], [0.5015, 4.9275, -6.6409], [-3.1851, -2.4177, -0.9388], [4.4229, 0.0262, -1.5645], [-2.3357, -1.5061, 1.3284], [0.8309, 5.2832, -7.6077], [2.1523, 0.4657, -10.5187], [1.4041, 4.1232, -3.2366], [1.8667, 0.5857, -12.1407], [1.2343, -2.5879, 4.8703], [0.6518, -8.0624, 3.1039], [-3.5336, 3.3283, 0.0814], [0.1162, 2.0766, -11.8699], [2.5051, 4.0759, -6.1598], [-0.4607, 2.4334, -9.2133], [4.5426, -5.0962, 2.4139], [-0.3282, -0.4733, -11.7494], [-1.9305, -3.2179, 1.3539], [-2.0804, -1.7722, -2.1655], [-5.3045, 1.9046, -0.9625], [0.3847, 5.6813, -4.5662], [2.5196, -0.5839, 4.1097], [3.4780, -0.5061, -3.8499], [-0.6711, -3.3880, 3.4771], [0.7086, -4.4545, -2.0196], [1.0619, 2.5244, -7.5729], [1.3674, 2.5832, -10.7189], [-1.3044, 1.2319, -10.1755], [-1.3059, 2.3057, 0.5389], [3.7390, -6.9814, 7.3545], [0.4574, -6.1043, 1.6083], [0.8117, -1.5324, -9.1429], [-4.7876, -0.4720, -1.4903], [1.8794, 0.4862, 1.9434], [-0.1970, -3.2176, -2.8678], [-0.7480, -1.0899, -4.7586], [-1.4344, -4.1076, -0.9446], [2.8585, -6.5741, 5.8544], [2.0087, -7.2893, 7.2331], [4.7408, -7.0735, 3.8703], [1.7727, 6.3756, -5.5152], [-0.8698, -1.2480, -9.5943], [-0.0693, -3.8175, 0.1184], [1.4471, -1.9546, -3.9293], [3.7132, -1.3471, 0.3700], [1.0638, -1.5285, -11.4837], [-0.5262, 4.5913, -6.6008]],
  "forces_ev_per_a": [[-2.32, -0.87, 0.08], [0.09, -0.03, 0.08], [0.00, 0.01, -0.02], [-0.16, -0.28, 0.51], [0.08, 0.02, 0.03], [0.48, -0.20, 0.41], [0.01, 0.01, 0.04], [-0.04, 0.07, 0.06], [0.68, 0.74, -0.19], [1.24, 0.11, -0.47], [0.01, -0.01, 0.00], [-0.18, 0.23, -0.16], [0.67, 0.51, -0.82], [0.01, 0.00, -0.04], [-0.02, 0.02, 0.01], [0.02, 0.11, 0.02], [0.00, 0.04, 0.04], [0.14, 0.06, -0.14], [0.01, 0.00, 0.05], [-0.13, -0.01, 0.12], [-0.08, -0.09, 0.00], [0.02, 0.01, -0.03], [-0.05, -0.04, 0.01], [-0.07, 0.04, -0.01], [-0.06, 0.05, 0.03], [-0.02, 0.00, 0.09], [-0.06, 0.18, 0.16], [0.22, 0.00, 0.07], [-0.06, 0.01, -0.02], [-0.02, -0.03, -0.01], [-0.02, -0.05, 0.03], [0.03, 0.00, -0.02], [-0.05, 0.01, -0.03], [0.01, -0.01, 0.00], [0.02, 0.02, 0.00], [0.00, 0.06, 0.01], [-0.08, -0.14, 0.09], [0.00, 0.02, 0.04], [-0.02, -0.16, 0.06], [-0.03, -0.07, 0.01], [0.03, -0.02, -0.01], [0.00, 0.04, 0.01], [-0.13, 0.00, 0.10], [0.02, 0.02, 0.02], [-0.10, -0.01, -0.03], [0.00, 0.02, 0.08], [0.00, -0.01, 0.09], [0.00, -0.08, 0.00], [-0.05, 0.03, 0.01], [0.04, 0.03, 0.10], [-0.01, 0.02, 0.03], [0.15, -0.19, -0.16], [0.00, 0.03, 0.04], [-0.01, -0.02, 0.01], [-0.01, 0.04, -0.08], [-0.29, -0.01, 0.21], [-0.02, 0.02, 0.02], [-0.07, -0.01, -0.14], [0.05, -0.11, -0.09], [-0.01, 0.01, -0.04], [-0.01, 0.01, -0.03], [0.04, -0.03, 0.02], [-0.02, -0.01, 0.00], [0.01, 0.00, 0.01], [0.01, 0.01, -0.01], [-0.03, 0.00, 0.03], [0.00, 0.00, 0.00], [-0.01, 0.00, 0.00], [0.00, -0.01, -0.02], [0.00, 0.00, 0.02], [0.02, -0.01, -0.02], [0.00, -0.01, 0.00], [0.00, 0.00, 0.01], [0.01, -0.02, -0.03], [0.01, 0.02, -0.01], [-0.01, -0.01, -0.04], [0.06, -0.01, 0.00], [0.00, 0.00, 0.00], [0.00, 0.00, -0.01], [0.00, 0.00, -0.01], [0.00, -0.01, -0.01], [0.01, -0.01, 0.00], [-0.06, -0.05, 0.00], [0.01, 0.00, 0.00], [0.01, -0.01, 0.00], [0.00, 0.01, 0.00], [0.05, 0.01, -0.06], [0.01, -0.02, 0.00], [0.00, -0.03, -0.03], [-0.01, -0.01, 0.00], [0.01, 0.00, -0.01], [0.01, -0.02, -0.06], [0.01, 0.03, -0.01], [0.00, 0.01, 0.01], [0.02, -0.04, 0.00], [0.01, 0.00, 0.00], [0.00, -0.01, 0.00], [0.00, -0.02, 0.00], [0.01, -0.01, -0.01], [0.00, 0.00, -0.01], [0.01, 0.06, 0.01], [-0.04, 0.02, 0.02], [-0.03, 0.01, 0.03], [0.01, 0.01, -0.02], [0.00, -0.01, 0.03]]
}